{
  "formula": "C5H5N",
  "method": "the ωB97M-V functional and the def2-TZVPD basis",
  "species": ["C", "C", "C", "C", "C", "N", "H", "H", "H", "H", "H"],
  "positions_angstrom": [[-1.856, -0.344, -0.050], [2.569, -0.197, -0.022], [-0.560, -0.934, 0.060], [1.418, 0.458, -0.023], [-1.421, 0.913, 0.009], [0.034, 0.305, 0.098], [-2.944, -0.594, -0.149], [2.772, -1.126, 0.417], [0.093, -1.814, -0.145], [1.528, 1.408, -0.388], [-1.635, 1.926, 0.191]],
  "lowdin_charge": [-0.127, 0.120, -0.062, -0.247, 0.028, -0.092, 0.109, -0.006, 0.128, 0.067, 0.082],
  "energy_ha": -247.98768,
  "lumo_energy_ev": [-0.32, -0.51],
  "e_above_lowest_kj_mol": 754.5,
  "homo_lumo_gap_ev": [7.870, 6.881]
}

{
  "formula": "C17H20FN3O4S",
  "method": "the ωB97M-V functional and the def2-TZVPD basis",
  "species": ["C", "C", "C", "C", "C", "N", "C", "O", "C", "C", "C", "S", "O", "O", "N", "C", "C", "O", "C", "C", "C", "N", "C", "C", "C", "F", "H", "H", "H", "H", "H", "H", "H", "H", "H", "H", "H", "H", "H", "H", "H", "H", "H", "H", "H", "H"],
  "positions_angstrom": [[3.774, 3.491, -1.397], [3.596, 2.141, -0.780], [3.101, 1.064, -1.507], [2.911, -0.177, -0.933], [3.194, -0.376, 0.416], [3.010, -1.619, 1.036], [2.030, -2.547, 0.848], [2.154, -3.671, 1.305], [0.816, -2.087, 0.153], [0.211, -0.844, 0.203], [-0.973, -0.938, -0.537], [-2.109, 0.379, -0.832], [-1.385, 1.554, -1.217], [-3.130, -0.112, -1.720], [-2.682, 0.626, 0.727], [-3.695, -0.328, 1.135], [-5.085, 0.100, 0.652], [-5.383, 1.417, 1.065], [-4.433, 2.333, 0.562], [-3.029, 1.992, 1.065], [-1.062, -2.229, -1.007], [0.008, -2.922, -0.573], [0.283, -4.298, -0.894], [3.718, 0.675, 1.159], [3.905, 1.903, 0.553], [4.412, 2.905, 1.305], [4.494, 4.082, -0.836], [4.109, 3.400, -2.428], [2.822, 4.023, -1.397], [2.864, 1.206, -2.550], [2.541, -0.995, -1.530], [3.721, -1.900, 1.701], [0.557, 0.031, 0.712], [-3.428, -1.296, 0.712], [-3.678, -0.387, 2.228], [-5.860, -0.535, 1.084], [-5.114, 0.032, -0.444], [-4.747, 3.318, 0.910], [-4.432, 2.310, -0.538], [-2.284, 2.636, 0.600], [-2.983, 2.091, 2.155], [-1.822, -2.667, -1.623], [0.843, -4.370, -1.830], [0.872, -4.742, -0.093], [-0.655, -4.839, -1.003], [3.972, 0.552, 2.200]],
  "lowdin_charge": [-0.030, -0.210, -0.018, -0.028, -0.258, 0.143, -0.406, 0.065, -0.151, 0.010, -0.265, 0.671, -0.280, -0.286, -0.233, -0.167, -0.189, -0.127, -0.184, -0.168, -0.035, -0.078, 0.002, 0.057, -0.227, 0.064, 0.077, 0.082, 0.090, 0.121, 0.120, 0.161, 0.129, 0.117, 0.134, 0.129, 0.114, 0.129, 0.130, 0.113, 0.133, 0.137, 0.101, 0.083, 0.097, 0.127],
  "energy_ha": -1623.07977,
  "lumo_energy_ev": 0.52,
  "e_above_lowest_kj_mol": 38.9,
  "homo_lumo_gap_ev": 9.135,
  "smiles": "Cc1ccc(NC(=O)c2cc(S(=O)(=O)N3CCOCC3)cn2C)cc1F"
}